Record 1
Density functional theory data (wB97M-V/def2-TZVPD) for the molecule C22H27N3O4S.

```
! RIJCOSX wB97M-V def2-TZVPD def2/J DEFGRID3
* xyz 0 1
C -8.239 -0.906 -1.008
C -7.069 -0.989 -1.966
O -7.225 -1.239 -3.147
N -5.840 -0.745 -1.451
C -5.494 -0.576 -0.060
H -6.386 -0.454 0.549
C -4.689 -1.782 0.438
H -4.379 -1.599 1.467
H -5.320 -2.673 0.416
C -3.454 -2.033 -0.434
C -2.395 -0.952 -0.220
O -2.583 0.063 0.408
N -1.204 -1.278 -0.809
C -0.023 -0.539 -0.867
C 0.082 0.758 -0.364
C 1.286 1.432 -0.455
C 2.378 0.822 -1.040
C 2.285 -0.457 -1.555
C 1.087 -1.138 -1.470
H 1.003 -2.137 -1.873
H 3.153 -0.893 -2.024
S 3.939 1.699 -1.105
O 3.658 3.093 -1.259
O 4.797 1.034 -2.041
N 4.629 1.527 0.394
H 4.124 1.999 1.128
C 5.228 0.270 0.762
C 4.267 -0.709 1.460
C 3.715 -0.098 2.717
C 2.425 0.414 2.753
C 1.938 1.021 3.898
C 2.738 1.126 5.023
C 4.025 0.615 4.998
C 4.509 0.009 3.854
H 5.513 -0.391 3.840
H 4.652 0.689 5.874
H 2.359 1.600 5.916
H 0.931 1.412 3.910
H 1.792 0.330 1.881
H 3.452 -0.969 0.782
H 4.824 -1.617 1.697
H 5.602 -0.156 -0.170
H 6.077 0.477 1.421
H 1.388 2.441 -0.087
H -0.775 1.223 0.095
H -1.153 -2.179 -1.264
C -3.871 -2.106 -1.912
C -4.676 -0.866 -2.302
H -5.026 -0.946 -3.333
H -4.061 0.034 -2.194
H -3.002 -2.194 -2.567
H -4.497 -2.989 -2.059
H -3.005 -2.991 -0.141
H -4.880 0.324 0.041
H -8.291 0.077 -0.547
H -8.162 -1.665 -0.233
H -9.148 -1.077 -1.578
*
```

Computed properties:
HOMO energy = -9.1 eV
energy = -46749.1114 eV
HOMO-LUMO gap = 9.38 eV
ΔE to the lowest compared entry with this formula, charge and spin = 12.7 kcal per mole

Record 2
Density functional theory data (wB97M-V/def2-TZVPD) for the molecule C22H27N3O4S.

```
! RIJCOSX wB97M-V def2-TZVPD def2/J DEFGRID3
* xyz 0 1
C -6.625 -0.597 -0.897
C -5.428 0.325 -0.878
O -5.355 1.312 -1.575
N -4.432 -0.039 -0.011
C -3.238 0.648 0.183
C -2.782 1.793 -0.456
C -1.544 2.298 -0.087
C -0.793 1.670 0.886
C -1.242 0.526 1.529
C -2.469 0.018 1.168
C -3.186 -1.195 1.681
H -3.378 -1.113 2.752
H -2.601 -2.101 1.517
C -4.490 -1.207 0.865
H -4.575 -2.118 0.264
H -5.367 -1.143 1.514
H -0.625 0.066 2.285
S 0.783 2.350 1.368
O 1.585 1.273 1.906
O 0.578 3.500 2.197
N 1.398 2.941 -0.059
H 1.683 3.898 0.075
C 2.264 2.191 -0.956
C 1.502 0.969 -1.487
O 1.179 0.877 -2.655
N 1.245 0.025 -0.569
H 1.501 0.177 0.400
C 0.537 -1.199 -0.893
C 1.272 -2.370 -0.303
C 0.891 -2.899 0.922
C 1.600 -3.945 1.487
C 2.703 -4.468 0.833
C 3.093 -3.940 -0.387
C 2.382 -2.897 -0.951
H 2.685 -2.484 -1.902
H 3.954 -4.344 -0.899
H 3.257 -5.283 1.273
H 1.294 -4.351 2.440
H 0.034 -2.487 1.437
H 0.496 -1.257 -1.984
H -0.486 -1.147 -0.500
H 2.435 2.835 -1.829
C 3.628 1.809 -0.348
C 4.469 1.085 -1.396
H 5.423 0.783 -0.971
H 4.659 1.737 -2.246
H 3.956 0.197 -1.757
C 4.353 3.056 0.157
H 5.342 2.788 0.521
H 4.468 3.786 -0.643
H 3.806 3.513 0.980
H 3.462 1.144 0.503
H -1.150 3.182 -0.561
H -3.377 2.269 -1.216
H -6.331 -1.606 -1.177
H -7.335 -0.217 -1.627
H -7.102 -0.630 0.080
*
```

Computed properties:
HOMO energy = -8.6 eV
energy = -46749.0213 eV
HOMO-LUMO gap = 9.07 eV
ΔE to the lowest compared entry with this formula, charge and spin = 14.8 kcal per mole

Record 3
Density functional theory data (wB97M-V/def2-TZVPD) for the molecule C22H27N3O4S.

```
! RIJCOSX wB97M-V def2-TZVPD def2/J DEFGRID3
* xyz 0 1
C -6.965 -0.277 1.617
H -6.823 0.695 1.134
O -6.506 -1.330 0.808
C -5.180 -1.367 0.480
C -4.234 -0.425 0.869
C -2.915 -0.568 0.479
C -2.513 -1.644 -0.305
C -3.461 -2.587 -0.697
C -4.774 -2.446 -0.305
H -5.517 -3.170 -0.601
H -3.162 -3.428 -1.300
N -1.161 -1.715 -0.667
C -0.516 -2.733 -1.272
O -1.012 -3.782 -1.632
C 0.977 -2.474 -1.521
N 1.622 -1.619 -0.549
C 2.113 -0.437 -0.965
O 2.076 -0.080 -2.132
C 2.755 0.503 0.072
N 2.024 1.759 0.012
C 0.679 1.752 0.126
O 0.069 0.735 0.430
C -0.004 3.048 -0.113
C -1.297 3.024 -0.628
C -1.973 4.205 -0.870
C -1.369 5.419 -0.585
C -0.089 5.449 -0.055
C 0.595 4.271 0.179
H 1.583 4.303 0.615
H 0.376 6.395 0.178
H -1.897 6.343 -0.772
H -2.972 4.179 -1.278
H -1.757 2.071 -0.843
H 2.474 2.535 -0.448
H 2.680 0.111 1.088
C 4.217 0.742 -0.302
C 5.040 -0.534 -0.237
H 6.065 -0.338 -0.555
H 4.605 -1.307 -0.872
S 5.121 -1.193 1.470
C 6.115 -2.671 1.129
H 7.082 -2.374 0.733
H 6.242 -3.189 2.073
H 5.589 -3.306 0.421
H 4.644 1.488 0.372
H 4.251 1.121 -1.327
C 1.600 -2.070 0.828
H 1.145 -3.058 0.855
H 2.609 -2.140 1.239
H 1.003 -1.399 1.448
H 1.077 -1.992 -2.499
H 1.476 -3.448 -1.563
H -0.620 -0.902 -0.385
H -2.183 0.160 0.792
H -4.507 0.423 1.478
H -6.469 -0.272 2.593
H -8.030 -0.455 1.757
*
```

Computed properties:
HOMO energy = -7.6 eV
energy = -46749.3748 eV
HOMO-LUMO gap = 8.09 eV
ΔE to the lowest compared entry with this formula, charge and spin = 6.7 kcal per mole

Record 4
Density functional theory data (wB97M-V/def2-TZVPD) for a structure of composition C22H27NO at a distorted geometry.

```
! RIJCOSX wB97M-V def2-TZVPD def2/J DEFGRID3
* xyz 0 1
C -2.449 -5.257 -0.484
C -1.507 -4.758 0.594
C -1.441 -3.132 0.654
H -1.059 -2.977 1.592
H -2.592 -3.002 0.544
C -0.880 -2.686 -0.424
C -0.723 -1.243 -0.221
C -1.149 -0.285 0.411
C -0.968 1.207 0.515
N 0.087 1.627 -0.367
C 1.115 2.528 0.025
O 1.353 2.657 1.060
C 2.081 2.533 -1.279
C 2.788 1.561 -1.698
C 3.610 0.811 -0.807
C 4.856 1.220 -0.353
C 5.742 0.529 0.569
C 5.149 -0.354 1.411
C 3.988 -0.621 1.075
C 3.077 -0.121 0.259
H 2.042 -0.509 -0.083
H 3.350 -1.403 1.928
H 5.786 -0.622 2.166
H 6.659 1.082 0.835
H 5.335 2.199 -1.351
H 3.471 1.802 -2.590
H 2.033 0.576 -2.101
H 2.842 3.585 -0.836
H 1.381 3.159 -1.833
H -0.157 1.544 -1.260
C -2.209 2.046 0.390
C -3.189 1.494 -0.623
C -4.295 2.278 -0.663
C -4.586 3.253 0.038
C -3.662 3.738 0.994
C -2.420 3.288 1.215
H -1.702 3.424 1.727
H -3.812 4.717 1.836
H -5.494 3.985 -0.069
H -5.167 2.032 -1.316
H -2.893 0.548 -0.914
H -0.622 1.499 1.828
H -1.852 -0.725 1.358
H -0.065 -0.855 -1.155
H -1.437 -2.755 -1.493
H 0.321 -3.129 -0.547
H -0.563 -5.255 0.558
H -1.956 -5.275 1.567
H -2.555 -6.249 -0.633
H -3.634 -4.771 -0.477
H -2.027 -4.940 -1.570
*
```

Computed properties:
HOMO energy = -8.8 eV
energy = -26770.8624 eV
HOMO-LUMO gap = 9.35 eV
ΔE to the lowest compared entry with this formula, charge and spin = 451.6 kcal per mole

Record 5
Density functional theory data (wB97M-V/def2-TZVPD) for a cluster of 2 separate species, C22H27OSi in total at a distorted geometry.

```
! RIJCOSX wB97M-V def2-TZVPD def2/J DEFGRID3
* xyz 1 1
C -5.424 2.980 -0.723
Si -4.490 1.444 -1.240
C -4.840 0.087 -0.011
C -5.032 0.966 -2.962
O -2.835 1.701 -1.332
C -1.777 1.372 -0.518
C -0.882 0.430 -0.936
C -1.631 2.065 0.745
C -2.392 3.096 1.164
H -6.488 2.704 -0.659
H -5.114 3.358 0.258
H -5.327 3.785 -1.464
H -5.911 -0.160 -0.070
H -4.255 -0.816 -0.237
H -4.613 0.411 1.014
H -6.087 0.655 -2.943
H -4.934 1.810 -3.658
H -4.429 0.131 -3.341
H 0.050 0.350 -0.404
H -1.071 -0.156 -1.831
H -0.805 1.687 1.361
H -2.267 3.457 2.189
H -3.055 3.645 0.497
C 1.459 -0.758 0.951
C 0.544 -1.849 0.791
C -0.719 -1.816 1.441
C -1.682 -2.777 1.170
C -1.399 -3.830 0.285
C -0.136 -3.915 -0.319
C 0.834 -2.950 -0.069
C 2.828 -0.882 0.704
C 3.767 0.061 1.097
C 5.150 0.024 0.737
C 6.051 0.974 1.298
C 7.388 1.003 0.919
C 7.878 0.073 -0.013
C 7.019 -0.896 -0.549
C 5.677 -0.934 -0.178
H 1.102 0.176 1.402
H -0.930 -0.988 2.122
H -2.653 -2.711 1.661
H -2.154 -4.585 0.074
H 0.100 -4.741 -0.990
H 1.805 -3.004 -0.566
H 3.186 -1.777 0.182
H 3.438 0.894 1.730
H 5.664 1.682 2.037
H 8.059 1.748 1.350
H 8.926 0.093 -0.309
H 7.396 -1.630 -1.259
H 5.013 -1.692 -0.598
*
```

Computed properties:
HOMO energy = -10.8 eV
energy = -33170.3143 eV
HOMO-LUMO gap = 5.05 eV
ΔE to the lowest compared entry with this formula, charge and spin = 9.9 kcal per mole

Record 6
Density functional theory data (wB97M-V/def2-TZVPD) for a structure of composition C22H28AgN4O2PS2 at a distorted geometry.

```
! RIJCOSX wB97M-V def2-TZVPD def2/J DEFGRID3
* xyz -1 2
Ag 0.305 -0.205 -0.133
C -0.969 2.783 0.658
N -1.530 1.450 0.497
C -2.441 1.355 -0.660
C -1.686 1.604 -1.932
C -1.918 2.714 -2.711
C -1.132 2.958 -3.852
C -0.112 2.009 -4.136
C 0.048 0.924 -3.314
N -0.708 0.677 -2.208
C -2.110 0.931 1.717
C -1.104 0.588 2.794
C -1.500 0.564 4.125
C -0.608 0.129 5.093
C 0.663 -0.253 4.687
C 0.976 -0.171 3.343
N 0.120 0.233 2.409
C 0.511 2.807 0.959
C 1.034 3.724 1.859
C 2.400 3.765 2.087
C 3.198 2.865 1.391
C 2.596 1.995 0.503
N 1.284 1.958 0.270
H -1.506 3.348 1.435
H -1.099 3.306 -0.298
H -3.288 2.056 -0.572
H -2.832 0.332 -0.670
H -2.714 3.404 -2.442
H -1.283 3.834 -4.470
H 0.536 2.133 -4.997
H 0.814 0.184 -3.533
H -2.624 -0.003 1.465
H -2.862 1.622 2.137
H -2.501 0.876 4.398
H -0.898 0.087 6.135
H 1.392 -0.611 5.401
H 1.961 -0.452 2.983
H 0.363 4.394 2.384
H 2.829 4.478 2.779
H 4.270 2.835 1.542
H 3.184 1.280 -0.063
C 2.077 -5.276 0.883
C 1.906 -5.092 -0.617
O 0.693 -4.434 -0.971
P 0.431 -2.851 -0.614
S -0.508 -2.689 1.108
S 2.134 -1.887 -1.018
O -0.689 -2.560 -1.725
C -0.444 -2.660 -3.121
C -1.727 -2.283 -3.833
H 2.953 -5.897 1.086
H 1.191 -5.745 1.312
H 2.211 -4.305 1.359
H 1.859 -6.061 -1.119
H 2.753 -4.528 -1.019
H -0.136 -3.682 -3.364
H 0.366 -1.981 -3.398
H -2.551 -2.882 -3.443
H -1.630 -2.463 -4.905
H -1.946 -1.229 -3.658
*
```

Computed properties:
HOMO energy (alpha / beta) = -0.7 / -4.3 eV
energy = -68285.7429 eV
HOMO-LUMO gap (alpha / beta) = 3.32 / 6.90 eV
expectation value of S² = 0.76

Record 7
Density functional theory data (wB97M-V/def2-TZVPD) for a structure of composition C22H28AuClN2O2S2Se at a distorted geometry.

```
! RIJCOSX wB97M-V def2-TZVPD def2/J DEFGRID3
* xyz 0 1
Au 0.339 1.097 0.072
C 5.764 -2.029 1.052
C 5.497 -1.155 -0.167
N 4.730 0.057 0.138
C 5.469 1.309 0.271
C 5.991 1.561 1.679
C 3.391 -0.027 0.308
S 2.561 1.415 0.833
N 2.883 -1.253 0.194
C 1.663 -1.600 -0.212
O 0.825 -0.888 -0.812
C 1.288 -3.030 0.020
C 2.248 -4.030 0.116
C 1.864 -5.347 0.328
C 0.519 -5.663 0.464
C -0.441 -4.662 0.384
C -0.060 -3.349 0.152
H 6.314 -2.923 0.754
H 4.825 -2.336 1.510
H 6.359 -1.501 1.799
H 4.960 -1.721 -0.925
H 6.438 -0.823 -0.607
H 4.815 2.121 -0.038
H 6.295 1.266 -0.441
H 5.165 1.622 2.388
H 6.538 2.505 1.710
H 6.669 0.770 2.003
H 3.294 -3.767 0.019
H 2.613 -6.127 0.389
H 0.220 -6.690 0.638
H -1.489 -4.907 0.507
H -0.788 -2.548 0.099
Se -2.522 3.352 1.992
C -3.838 4.319 1.046
C -4.739 3.642 0.224
C -5.714 4.346 -0.464
C -5.801 5.726 -0.327
C -4.907 6.404 0.492
C -3.922 5.706 1.170
H -4.664 2.566 0.137
H -6.410 3.820 -1.105
H -6.567 6.273 -0.862
H -4.973 7.480 0.595
H -3.207 6.225 1.795
O -1.835 -0.210 0.689
S -3.076 0.204 -0.035
C -4.052 -1.319 -0.284
C -4.512 -1.300 -1.733
C -3.276 -0.899 -2.537
C -2.661 0.302 -1.821
H -4.852 -1.352 0.453
H -3.348 -2.131 -0.093
H -5.308 -0.562 -1.869
H -4.913 -2.269 -2.032
H -3.518 -0.659 -3.573
H -2.562 -1.724 -2.547
H -3.041 1.258 -2.185
H -1.571 0.324 -1.854
Cl -0.971 3.132 0.106
*
```

Computed properties:
HOMO energy = -6.9 eV
energy = -133574.2285 eV
HOMO-LUMO gap = 4.93 eV
ΔE to the lowest compared entry with this formula, charge and spin = 45.3 kcal per mole

Record 8
Density functional theory data (wB97M-V/def2-TZVPD) for a structure of composition C22H28Br2N3OSi2Zn at a distorted geometry.

```
! RIJCOSX wB97M-V def2-TZVPD def2/J DEFGRID3
* xyz -1 1
Zn -0.602 1.188 1.058
C -3.071 1.769 -2.420
Si -1.506 2.697 -1.782
C -0.706 3.521 -3.320
C -2.219 4.142 -0.757
N -0.346 1.859 -0.849
C 0.210 0.618 -1.220
C -0.035 -0.013 -2.507
C 0.827 -1.178 -2.627
C 1.830 -2.179 -0.937
C 1.717 -1.767 0.453
C 1.226 -0.399 0.497
N 1.154 0.358 1.683
Si 1.469 -0.282 3.236
C 3.348 -0.549 3.519
C 0.939 0.986 4.563
C 0.602 -1.917 3.786
H -3.790 2.475 -2.829
H -3.562 1.237 -1.609
H -2.856 1.045 -3.201
H -1.451 4.071 -3.888
H -0.249 2.794 -3.984
H 0.063 4.225 -3.017
H -2.822 4.777 -1.400
H -1.436 4.756 -0.327
H -2.855 3.789 0.049
H -0.890 0.171 -3.127
H 1.031 -1.487 -3.653
H 2.537 -2.990 -1.112
H 1.719 -2.443 1.287
H 3.884 0.390 3.427
H 3.775 -1.247 2.807
H 3.530 -0.936 4.517
H 1.357 1.968 4.371
H 1.295 0.660 5.535
H -0.141 1.082 4.622
H 0.970 -2.795 3.263
H -0.470 -1.861 3.615
H 0.754 -2.091 4.849
C 2.710 1.425 -0.755
C 1.704 0.297 -0.832
C 2.056 -0.887 -1.745
C 0.469 -2.474 -1.745
C -0.807 -2.479 -0.989
C -1.793 -3.467 -0.993
Br -1.598 -5.050 -2.051
C -2.944 -3.338 -0.236
C -3.154 -2.221 0.552
Br -4.754 -2.095 1.577
C -2.233 -1.165 0.630
O -2.373 -0.112 1.337
C -1.072 -1.377 -0.183
N -0.185 -0.353 -0.103
H 3.590 1.228 -1.365
H 3.025 1.554 0.277
H 2.245 2.344 -1.102
H 3.016 -0.766 -2.247
H 0.558 -3.389 -2.341
H -3.690 -4.120 -0.255
*
```

Computed properties:
HOMO energy (alpha / beta) = -4.5 / -4.5 eV
energy = -234045.8520 eV
HOMO-LUMO gap (alpha / beta) = 6.96 / 6.96 eV

Among the records above, which one has the highest energy? C22H27NO

The highest energy belongs to which entry? C22H27NO